Entry from OMol25: C16H14ClF8N6O4PbSb as an isolated structure in a non-equilibrium geometry (ωB97M-V with the def2-TZVPD basis set).

E_HOMO (alpha / beta): -4.948 / -4.948 eV
⟨S²⟩: 0.8182
Kohn-Sham gap (alpha / beta): 6.749 / 5.725 eV
Net charge: -1
Multiplicity: 2
Strongest force on any atom: 4.0 eV Å⁻¹
Electronic energy: -2939.789461 a.u.

Each line ends with the Mulliken spin population.
Element x y z (Å)
Pb: 1.4070 0.1893 0.4100  -0.0005
O: -0.9812 -0.7102 0.4281  -0.0004
C: -1.5623 -1.1042 1.4895  0.0016
C: -1.1913 -0.9388 2.8517  -0.0013
C: -1.7748 -1.7558 3.8681  -0.0003
C: -1.4084 -1.6569 5.1561  -0.0001
C: -0.4229 -0.7346 5.5716  0.0000
C: 0.1355 0.0920 4.5946  0.0001
C: -0.1862 -0.0269 3.2017  -0.0001
O: 0.3786 0.8164 2.4021  -0.0001
N: -2.0271 -2.5971 6.0131  0.0000
O: -1.5670 -2.6550 7.1828  0.0000
O: -2.9998 -3.3222 5.6054  0.0000
H: -2.5479 -1.4974 1.3019  0.0004
H: -2.6030 -2.4379 3.6363  0.0000
H: -0.0309 -0.7928 6.5682  0.0000
H: 0.7898 0.9661 4.8836  0.0000
N: 2.0311 -0.3771 -5.0104  0.0052
N: 2.8256 -0.2667 -3.9323  -0.0001
N: 4.1136 0.1929 -3.8606  0.0003
C: 4.3609 0.0645 -2.5916  0.0001
N: 3.3215 -0.3849 -1.8745  0.0001
N: 2.3296 -0.5597 -2.6923  -0.0001
H: 2.3324 0.1531 -5.8443  -0.0001
H: 1.0412 -0.5040 -4.8394  -0.0039
H: 5.4153 0.0228 -2.2823  0.0000
Cl: -4.7628 1.0342 -0.4332  0.0490
C: -3.8651 0.8656 -1.8211  0.3124
C: -3.5836 -0.4866 -2.3205  -0.1201
C: -2.9784 -0.7244 -3.5314  0.2136
C: -2.5881 0.4753 -4.3146  -0.1772
C: -1.7582 0.4109 -5.4103  0.5631
C: -3.0012 1.8337 -3.8416  0.2888
C: -3.6562 2.0211 -2.6287  -0.1430
H: -3.9553 -1.2973 -1.6356  -0.0039
H: -2.7568 -1.6831 -3.9016  0.0028
H: -1.2766 -0.5662 -5.6586  -0.0042
H: -1.6784 1.3214 -6.0136  0.0134
H: -2.5400 2.6223 -4.3658  0.0072
H: -3.9234 3.0033 -2.2115  -0.0047
F: 2.5643 -1.2100 2.3761  0.0000
Sb: 4.0205 -0.0008 2.7168  0.0000
F: 4.5621 -0.4819 0.9718  0.0000
F: 2.8604 1.3296 1.8924  0.0000
F: 5.0538 -1.4703 3.3728  0.0000
F: 3.2148 0.4830 4.3419  0.0000
F: 5.3592 1.3974 2.9222  0.0000
F: 1.8879 3.1127 -1.3624  0.0000
C: 1.0568 2.4709 -0.4570  0.0003
F: -0.1066 2.1286 -1.1760  0.0015
H: 0.6717 3.2360 0.2522  0.0001

***

Entry from OMol25: a 2-piece molecular cluster, C16H14ClN2O7S overall in a non-equilibrium geometry (ωB97M-V with the def2-TZVPD basis set).

E_HOMO: -4.266 eV
Kohn-Sham gap: 5.280 eV
Net charge: -1
Multiplicity: 1
Strongest force on any atom: 3.1 eV Å⁻¹
Electronic energy: -2112.444791 a.u.

Each line ends with the Mulliken charge.
Element x y z (Å)
C: -4.7055 -0.5693 0.8689  -0.8184
O: -3.9169 0.6441 0.8358  -0.4498
C: -2.6171 0.5351 1.2158  0.7084
C: -1.9855 1.7292 1.6133  -0.6665
C: -0.7619 1.6931 2.2290  -0.4553
C: -0.0357 0.4936 2.3058  0.8131
C: 1.3651 0.5399 2.7653  -0.7539
C: 2.2858 -0.1065 1.9550  -0.9893
N: 3.6575 0.1901 2.0080  0.9471
O: 4.4852 -0.2367 1.1435  -0.6756
O: 3.9589 0.9971 2.9339  -0.6115
C: -0.6234 -0.6891 1.8066  -0.4564
C: -1.9070 -0.6773 1.2849  -0.5756
H: -5.7344 -0.2161 0.7680  0.2489
H: -4.4577 -1.1963 -0.0095  0.2986
H: -4.6069 -1.1176 1.8306  0.3612
H: -2.5128 2.6635 1.4856  0.3807
H: -0.2496 2.5948 2.5603  0.3448
H: 1.6789 1.4661 3.2734  0.7415
H: 2.0595 -0.7220 1.0691  0.4087
H: -0.0281 -1.5978 1.7913  0.4036
H: -2.3629 -1.5998 0.9431  0.3021
O: 3.1297 -0.2024 12.4805  -0.5962
N: 2.3418 -0.9194 11.8273  0.9121
O: 1.6769 -1.8317 12.3684  -0.5908
C: 2.1513 -0.6967 10.4315  0.0374
C: 1.1790 -1.4568 9.7472  -0.5479
C: 0.7557 -1.0270 8.4989  -0.2997
C: 1.2884 0.1286 7.9063  0.0424
S: 0.5594 0.7919 6.3463  1.2607
C: 1.3027 0.0047 4.9392  -0.2855
Cl: 1.0192 -1.6818 4.8003  -0.2635
O: -0.8604 0.5509 6.4401  -0.6655
O: 1.0635 2.1307 6.1469  -0.7005
C: 2.3167 0.8194 8.5721  -0.2507
C: 2.7690 0.4117 9.8189  -0.5345
H: 0.7419 -2.3392 10.2190  0.4081
H: 0.0070 -1.6058 7.9734  0.3611
H: 2.3204 0.3832 4.7943  0.3571
H: 2.7928 1.6752 8.1089  0.4351
H: 3.5728 0.9365 10.3413  0.4144

***

Entry from OMol25: C16H14CoN2O2Se4 as an isolated structure in a non-equilibrium geometry (ωB97M-V with the def2-TZVPD basis set).

E_HOMO (alpha / beta): 1.196 / -1.040 eV
⟨S²⟩: 3.8073
Kohn-Sham gap (alpha / beta): 3.426 / 5.041 eV
Net charge: -2
Multiplicity: 4
Strongest force on any atom: 2.7 eV Å⁻¹
Electronic energy: -11866.650705 a.u.

Each line ends with the Mulliken spin population.
Element x y z (Å)
Co: -0.2993 -0.4631 -0.4318  1.0469
O: 1.3799 -1.2620 -0.4842  0.0100
C: 2.2022 -1.3411 0.5195  0.1356
C: 3.5749 -1.5072 0.2900  -0.0361
C: 4.4776 -1.5906 1.3344  0.2131
C: 4.0402 -1.5258 2.6550  -0.1287
C: 2.7010 -1.3728 2.9194  0.1447
C: 1.7513 -1.2778 1.8843  -0.1190
C: 0.3839 -1.1363 2.1832  0.3862
N: -0.5881 -1.1460 1.2840  0.1938
C: -1.9476 -1.0760 1.7654  -0.0092
C: -2.8260 -0.3841 0.7086  0.0039
N: -1.9847 0.3204 -0.2302  -0.0185
C: -2.4051 1.4817 -0.6783  -0.0146
C: -1.6868 2.3295 -1.5434  -0.0022
C: -2.2015 3.5972 -1.8779  -0.0058
C: -1.4663 4.5164 -2.5851  0.0038
C: -0.1795 4.1850 -3.0091  -0.0049
C: 0.3395 2.9312 -2.7477  0.0052
C: -0.3782 1.9605 -2.0139  0.0123
O: 0.1497 0.8112 -1.7590  0.0054
H: 3.9122 -1.5772 -0.7350  -0.0091
H: 5.5322 -1.7198 1.1259  0.0333
H: 4.7538 -1.6093 3.4676  -0.0076
H: 2.3436 -1.3385 3.9425  0.0046
H: 0.1040 -1.0354 3.2363  0.0764
H: -2.3182 -2.0942 1.9446  0.0011
H: -1.9883 -0.5305 2.7247  0.0157
H: -3.3936 -1.1460 0.1558  0.0045
H: -3.5482 0.2958 1.1885  -0.0017
H: -3.3572 1.8582 -0.2905  -0.0002
H: -3.1981 3.8517 -1.5360  -0.0004
H: -1.8802 5.4959 -2.7974  0.0002
H: 0.4082 4.9223 -3.5469  -0.0002
H: 1.3312 2.6699 -3.0979  0.0006
Se: -1.0531 -2.6759 -1.6074  0.0344
Se: -3.2102 -3.3211 -1.3512  0.0376
Se: 0.3505 -6.1057 -0.8946  0.6023
Se: 0.1725 -3.9900 -0.1112  0.3867

***

Entry from OMol25: C16H14CoN4O2S2 as an isolated structure (ωB97M-V with the def2-TZVPD basis set).

E_HOMO (alpha / beta): -3.616 / -3.457 eV
⟨S²⟩: 2.4149
Kohn-Sham gap (alpha / beta): 6.473 / 6.323 eV
Net charge: -1
Multiplicity: 3
Strongest force on any atom: 0.8 eV Å⁻¹
Electronic energy: -3166.769200 a.u.

Each line ends with the Mulliken spin population.
Element x y z (Å)
Co: -0.3414 2.0149 0.9356  2.2434
C: 0.8046 3.9393 0.1716  0.0710
C: 0.2930 4.1925 1.4628  0.0422
C: -1.1134 4.0230 1.4158  0.0278
C: -1.4660 3.6922 0.0754  0.0069
C: -0.2782 3.6404 -0.6847  0.0492
H: 1.8412 4.0106 -0.1220  0.0050
H: 0.8612 4.5266 2.3182  0.0032
H: -1.8043 4.2722 2.2068  0.0058
H: -2.4705 3.6113 -0.3094  -0.0055
H: -0.2101 3.4278 -1.7396  -0.0019
N: -2.4952 -4.9269 -1.7183  0.0000
C: -1.7286 -3.7583 -1.7475  -0.0003
C: -0.3359 -3.8296 -1.7013  -0.0003
C: 0.4276 -2.6764 -1.7585  -0.0004
C: -0.1984 -1.4477 -1.8724  0.0212
C: -1.5805 -1.3606 -1.9294  -0.0141
C: -2.3442 -2.5116 -1.8733  0.0023
S: 0.7642 0.0469 -1.9018  0.0024
O: 2.1173 -0.2990 -2.2594  0.0048
O: 0.0686 0.9656 -2.7684  -0.0007
N: 0.6351 0.6235 -0.3981  0.0392
C: 1.3768 0.1552 0.6112  -0.0307
N: 1.3028 0.9691 1.7104  0.0330
C: 2.0296 0.6559 2.7625  0.0044
C: 2.8444 -0.4662 2.7897  0.0047
C: 2.7844 -1.2831 1.6696  -0.0023
N: 2.0619 -1.0047 0.5981  0.0002
H: -2.0333 -5.7190 -1.3048  0.0000
H: -3.4380 -4.8079 -1.3889  0.0000
H: 0.1402 -4.8001 -1.6106  0.0000
H: 1.5079 -2.7097 -1.7085  0.0005
H: -2.0374 -0.3831 -2.0166  -0.0073
H: -3.4260 -2.4551 -1.9195  0.0003
H: 1.9455 1.3175 3.6188  -0.0047
H: 3.4591 -0.6987 3.6464  -0.0011
H: 3.3261 -2.2250 1.6343  -0.0007
S: -1.7786 0.3057 3.2558  -0.2409
C: -1.5114 0.9724 1.8498  -0.2563

***

Entry from OMol25: C16H14GaI2O4SY as an isolated structure in a non-equilibrium geometry (ωB97M-V with the def2-TZVPD basis set).

E_HOMO: -21.203 eV
Kohn-Sham gap: 5.528 eV
Net charge: +4
Multiplicity: 1
Strongest force on any atom: 7.3 eV Å⁻¹
Electronic energy: -3874.033398 a.u.

Each line ends with the Mulliken charge.
Element x y z (Å)
I: 3.1353 -2.2591 0.1196  0.2803
I: 3.6614 0.2176 0.9479  0.1125
Y: 0.2916 1.7892 0.1256  0.8819
Ga: 0.3196 -1.2770 -0.7706  0.3064
S: 1.3245 0.4343 -2.0927  -0.0798
C: -1.5463 -2.1162 -1.4662  0.5606
C: -1.6942 -2.8289 0.9234  0.0875
C: 0.7082 0.1028 -3.8436  1.0179
C: 1.4978 1.0791 -4.7128  -1.5528
C: -0.7833 0.3701 -3.9164  -0.9878
C: 1.0585 -1.3365 -4.2053  -1.3412
C: -1.5406 2.9958 1.2844  0.2038
C: -1.8924 1.5513 -0.8208  0.3118
O: -2.7175 -3.2825 1.1656  -0.1026
O: -2.5877 -2.3227 -1.9201  -0.0832
O: -2.4276 3.5183 1.8027  0.0238
O: -2.9819 1.4205 -1.2016  -0.0126
H: 1.2176 0.9634 -5.7695  0.4557
H: 2.5762 0.8926 -4.6170  0.4622
H: 1.3052 2.1171 -4.4125  0.4049
H: -1.1143 0.2007 -4.9517  0.5069
H: -1.0078 1.4079 -3.6454  0.2596
H: -1.3517 -0.2995 -3.2604  -0.0033
H: 0.8228 -1.5081 -5.2652  0.4953
H: 0.4961 -2.0655 -3.6082  0.2145
H: 2.1289 -1.5223 -4.0496  0.3900
C: -0.0062 -0.3054 0.8075  -0.0076
C: -0.0060 0.1785 1.9767  0.1855
C: 0.0501 0.1904 3.4093  1.1391
C: -1.0283 0.7147 4.1578  -0.2125
C: -0.9701 0.7061 5.5568  -0.7817
C: 0.1491 0.1501 6.2097  -0.3632
C: 1.2047 -0.3703 5.4711  -0.7649
C: 1.1606 -0.3581 4.0795  -0.1544
H: -1.8910 1.1275 3.6226  0.4606
H: -1.7946 1.1244 6.1298  0.4616
H: 0.1774 0.1365 7.3018  0.4704
H: 2.0793 -0.7958 5.9690  0.4529
H: 1.9763 -0.7413 3.4685  0.3021

***

Entry from OMol25: C16H14IN2O2S3V as an isolated structure in a non-equilibrium geometry (ωB97M-V with the def2-TZVPD basis set).

E_HOMO (alpha / beta): -14.034 / -14.037 eV
Kohn-Sham gap (alpha / beta): 4.569 / 4.592 eV
Net charge: +2
Multiplicity: 1
Strongest force on any atom: 3.7 eV Å⁻¹
Electronic energy: -3313.746183 a.u.

Each line ends with the Mulliken charge.
Element x y z (Å)
V: -0.5817 0.1783 -1.3687  0.5744
O: -2.6003 1.0699 3.4474  -0.5809
C: -3.1588 -0.0455 3.0011  0.4644
C: -4.1184 -0.6616 3.8069  -0.6908
C: -4.7480 -1.8093 3.3888  -0.3444
C: -4.4477 -2.3966 2.1467  -0.8094
C: -3.4982 -1.8275 1.3489  -0.5846
C: -2.8264 -0.6499 1.7540  0.3325
C: -1.8171 -0.1031 0.9228  1.5094
O: -1.4502 -0.6800 -0.2420  -0.9061
N: -1.1417 0.9952 1.1812  -0.6571
N: -0.2643 1.2737 0.1693  -0.0507
C: 0.4664 2.3896 0.3525  0.2388
S: 0.3250 3.2640 1.8176  0.0707
C: 1.2707 4.7021 1.2223  -0.5931
C: 2.3114 4.2145 0.2426  -0.5817
S: 1.5069 3.0024 -0.8609  -0.0327
H: -1.9492 1.4247 2.8248  0.5148
H: -4.3443 -0.2055 4.7610  0.4670
H: -5.4901 -2.2690 4.0277  0.4190
H: -4.9641 -3.2920 1.8329  0.4414
H: -3.2531 -2.2717 0.3929  0.3781
H: 1.7243 5.1859 2.0861  0.4143
H: 0.5594 5.3904 0.7664  0.3568
H: 3.1471 3.7158 0.7316  0.3516
H: 2.6892 5.0246 -0.3791  0.4224
S: 1.2508 -0.0268 -2.4019  0.1390
C: 2.3714 -1.3348 -2.7210  1.1520
C: 3.7392 -1.0950 -2.6003  -0.4862
C: 4.6193 -2.1087 -2.9294  -0.5733
C: 4.1382 -3.3337 -3.3783  -0.4544
C: 2.7711 -3.5497 -3.5130  -0.6069
C: 1.8718 -2.5561 -3.1781  -0.4650
H: 4.1034 -0.1358 -2.2565  0.3802
H: 5.6835 -1.9383 -2.8454  0.3943
H: 4.8323 -4.1249 -3.6265  0.4123
H: 2.4021 -4.4928 -3.8921  0.3963
H: 0.8065 -2.7123 -3.2834  0.3411
I: -1.9361 1.7895 -2.7491  0.2465